No. 1
This record from OMol25 describes a 12-piece molecular cluster, C35H84N11O14P2S2 overall. The level of theory is ωB97M-V/def2-TZVPD.

The geometry in XYZ format:
```
148
Properties=species:S:1:pos:R:3:mulliken_charge:R:1
C 0.8076 0.5184 0.6776 -0.627
C 0.7589 0.1252 1.9840 -0.277
S 0.8307 1.4547 3.0878 0.207
P 1.8673 0.7385 4.9054 0.265
S 3.7133 1.1930 4.8034 -0.234
P -1.2781 1.8519 3.4432 0.929
O -2.0185 1.1854 2.3778 -0.510
O -1.3293 3.4194 3.4418 -0.500
O -1.6581 1.4013 4.9034 -0.368
H -0.0235 0.3032 0.0139 0.353
H 1.6944 1.0319 0.3214 0.314
H 0.6963 -0.8914 2.3544 0.403
H 1.6598 -0.6465 4.9285 0.168
H 1.1293 1.3394 5.9324 0.013
H -0.5859 3.8329 2.9662 0.405
H -2.2977 0.6696 4.8465 0.350
C 2.4888 4.7383 4.2575 0.257
O 2.2541 4.3522 3.1143 -0.689
N 3.5016 5.5293 4.5951 0.159
C 3.7504 5.9399 5.9686 -0.901
C 4.4039 5.9959 3.5509 -0.990
H 1.8691 4.4410 5.1223 0.238
H 3.7077 7.0268 6.0459 0.353
H 4.7407 5.6042 6.2744 0.341
H 2.9982 5.5084 6.6275 0.287
H 3.8532 6.5682 2.8049 0.324
H 4.8716 5.1477 3.0519 0.311
H 5.1707 6.6204 4.0001 0.381
C 3.1466 0.5669 -1.7329 -0.099
O 2.9123 -0.5815 -1.3784 -0.639
N 2.9353 1.0558 -2.9578 0.272
C 3.2261 2.4350 -3.2995 -0.901
C 2.3997 0.1670 -3.9898 -1.295
H 3.5652 1.3178 -1.0363 0.438
H 2.3207 2.9433 -3.6362 0.290
H 3.9666 2.4785 -4.0988 0.319
H 3.6189 2.9575 -2.4290 0.344
H 1.4327 -0.2191 -3.6656 0.341
H 3.0707 -0.6713 -4.1301 0.553
H 2.2944 0.7040 -4.9258 0.410
C 1.6346 -0.0106 9.1397 0.099
O 1.9274 -0.6060 8.1111 -0.565
N 0.3881 0.3451 9.4776 0.210
C 0.0839 1.0253 10.7231 -0.945
C -0.6909 0.0309 8.5522 -0.308
H 2.3914 0.2768 9.8860 0.308
H -0.6042 0.4287 11.3230 0.343
H -0.3751 1.9953 10.5263 0.342
H 0.9995 1.1791 11.2902 0.288
H -0.7308 -1.0404 8.3818 -0.101
H -0.5049 0.5251 7.5954 0.028
H -1.6380 0.3716 8.9596 0.400
C 7.1028 5.2298 8.3222 0.121
O 6.8090 5.6479 7.2161 -0.598
N 6.8377 3.9856 8.7600 0.152
C 7.2155 3.5390 10.0862 -0.917
C 6.1547 3.0647 7.8673 -0.897
H 7.6254 5.8512 9.0664 0.279
H 7.8959 2.6881 10.0247 0.337
H 6.3335 3.2401 10.6560 0.331
H 7.7151 4.3469 10.6162 0.294
H 6.7353 2.9158 6.9563 0.292
H 5.1790 3.4610 7.5819 0.205
H 6.0222 2.1099 8.3702 0.393
C 2.8089 -2.3696 -6.4215 0.063
O 3.0971 -1.1830 -6.3461 -0.634
N 1.9478 -2.8871 -7.3022 0.299
C 1.6485 -4.3031 -7.3503 -0.859
C 1.2917 -1.9981 -8.2511 -0.243
H 3.2490 -3.1233 -5.7476 0.298
H 1.9208 -4.7016 -8.3292 0.276
H 0.5804 -4.4591 -7.1821 0.317
H 2.2077 -4.8332 -6.5822 0.306
H 2.0474 -1.4981 -8.8524 0.120
H 0.7131 -1.2447 -7.7197 -0.176
H 0.6332 -2.5711 -8.8983 0.253
C -0.8058 0.6123 -6.5841 0.173
O -1.2186 0.3617 -7.6976 -0.641
N -1.5717 1.0357 -5.5569 0.160
C -1.0554 1.3457 -4.2409 -0.399
C -2.9992 1.1896 -5.7994 -0.970
H 0.2650 0.5263 -6.3230 0.184
H -1.5278 0.6993 -3.4968 0.391
H -1.2682 2.3895 -3.9974 0.369
H 0.0196 1.1921 -4.2067 -0.327
H -3.4378 0.2395 -6.1038 0.305
H -3.1730 1.9098 -6.5988 0.298
H -3.4822 1.5354 -4.8887 0.391
C -7.3404 2.0469 2.5217 0.118
O -8.4220 2.0672 3.0746 -0.574
N -6.3207 1.2365 2.8739 0.226
C -5.0549 1.2319 2.1658 -1.023
C -6.5102 0.3390 4.0007 -1.001
H -7.1031 2.6912 1.6584 0.276
H -4.8599 0.2429 1.7462 0.349
H -4.2418 1.4961 2.8355 0.346
H -5.0888 1.9558 1.3541 0.321
H -7.3436 -0.3401 3.8194 0.278
H -6.7343 0.9046 4.9059 0.357
H -5.6039 -0.2446 4.1489 0.364
C 4.1985 -1.5306 -10.5718 0.132
O 3.9615 -2.6760 -10.2331 -0.606
N 3.9509 -1.0354 -11.7973 0.134
C 4.2504 0.3368 -12.1500 -0.930
C 3.3620 -1.9146 -12.7948 -0.845
H 4.6413 -0.7909 -9.8837 0.298
H 3.3420 0.8622 -12.4504 0.346
H 4.9634 0.3736 -12.9757 0.340
H 4.6826 0.8486 -11.2924 0.294
H 2.3962 -2.2861 -12.4519 0.180
H 4.0091 -2.7736 -12.9724 0.292
H 3.2271 -1.3638 -13.7220 0.395
C -2.4099 -3.9731 -12.1469 0.132
O -1.9123 -3.6233 -13.1975 -0.575
N -1.7380 -4.6062 -11.1626 0.161
C -2.3715 -5.0021 -9.9244 -0.833
C -0.3283 -4.8903 -11.3712 -0.951
H -3.4717 -3.7980 -11.9040 0.258
H -1.8888 -4.5170 -9.0722 0.249
H -2.3111 -6.0842 -9.7886 0.329
H -3.4199 -4.7112 -9.9403 0.300
H 0.2081 -3.9552 -11.5375 0.254
H -0.2003 -5.5201 -12.2515 0.345
H 0.0822 -5.3968 -10.5007 0.332
C -8.0551 -1.1589 0.0706 0.336
O -7.5712 -1.7051 -0.9026 -0.630
N -9.3703 -1.0478 0.3254 0.100
C -9.8517 -0.3728 1.5158 -0.524
C -10.3151 -1.6180 -0.6196 -0.943
H -7.4305 -0.6897 0.8543 0.085
H -10.4369 -1.0553 2.1357 0.338
H -10.4761 0.4804 1.2480 0.330
H -9.0069 -0.0095 2.0903 -0.126
H -10.1497 -2.6906 -0.7223 0.292
H -10.1902 -1.1643 -1.6029 0.295
H -11.3262 -1.4391 -0.2633 0.386
C -0.9324 -3.5875 8.2151 0.356
O -2.0660 -3.1522 8.1030 -0.662
N -0.6158 -4.8498 8.5378 0.066
C 0.7597 -5.2932 8.6514 -0.874
C -1.6943 -5.7968 8.7801 -0.942
H -0.0418 -2.9546 8.0459 0.070
H 0.9617 -6.0979 7.9426 0.338
H 0.9612 -5.6587 9.6596 0.333
H 1.4310 -4.4629 8.4396 0.290
H -2.3221 -5.8910 7.8944 0.293
H -2.3221 -5.4539 9.6022 0.299
H -1.2693 -6.7657 9.0281 0.385
```

The lowest unoccupied orbital energy is -4.24 eV. As for the net charge: +1. For the highest occupied orbital energy, the calculation gives -0.3732 Ha. For the frontier orbital gap, the calculation gives 5.91 eV. As for the energy relative to the best compared isomer or geometry (same formula, charge and spin): 15.3 kcal/mol.

No. 2
This record from OMol25 describes a 10-piece molecular cluster, C35H87N3O14 overall. The level of theory is ωB97M-V/def2-TZVPD.

The geometry in XYZ format:
```
139
Properties=species:S:1:pos:R:3:mulliken_charge:R:1
C 14.1732 9.8856 21.5978 -1.951
C 14.1580 11.2213 22.3920 1.313
C 15.0275 12.1923 21.5493 -1.665
C 12.6405 11.7274 22.3995 -1.141
C 12.4363 12.9707 23.3022 -0.673
C 12.7466 12.5732 24.6526 -1.043
C 14.1840 11.9246 24.8255 1.353
C 15.1980 13.0703 24.9553 -1.733
C 14.1177 11.1107 26.1083 -1.895
N 14.5483 11.0404 23.7297 0.533
O 15.8148 10.4455 23.9433 -0.500
H 13.6063 9.9335 20.6681 0.389
H 15.1905 9.5172 21.4652 0.425
H 13.7332 9.0143 22.0829 0.431
H 14.8974 13.2318 21.8503 0.325
H 16.0867 11.9451 21.6213 0.362
H 14.7526 12.1394 20.4959 0.439
H 12.2841 12.0400 21.4180 0.489
H 11.9554 10.9563 22.7519 0.400
H 13.1874 13.7187 23.0485 0.255
H 11.4632 13.4596 23.2571 0.385
H 11.9896 11.8522 24.9614 0.343
H 12.5584 13.4592 25.2590 0.397
H 15.0766 13.6856 24.0638 0.337
H 16.2084 12.6663 25.0181 0.385
H 15.0378 13.6537 25.8620 0.439
H 15.0609 10.6494 26.4010 0.396
H 13.3280 10.3757 25.9529 0.477
H 13.9979 11.8320 26.9168 0.387
H 15.6380 9.5130 24.0876 0.339
C 9.9796 14.6441 8.1781 -1.786
C 9.8325 13.2244 7.6395 1.486
C 9.0145 12.3870 8.7199 -1.691
C 8.9500 13.2089 6.3200 -1.206
C 9.1187 11.9616 5.5080 -0.653
C 10.5313 11.5055 5.3591 -1.181
C 11.4669 11.4791 6.5513 1.437
C 11.3710 10.0641 7.2642 -1.679
C 12.9422 11.3908 5.9240 -1.697
N 11.2141 12.6894 7.4324 0.057
O 11.8277 12.5162 8.5727 -0.463
H 9.0589 15.0353 8.6108 0.394
H 10.7580 14.7920 8.9268 0.414
H 10.4016 15.3647 7.4775 0.395
H 8.7705 13.0257 9.5688 0.506
H 8.0241 12.0425 8.4226 0.365
H 9.5706 11.6579 9.3092 0.327
H 7.8901 13.4534 6.3905 0.389
H 9.4114 13.9186 5.6333 0.369
H 8.7185 11.0907 6.0272 0.307
H 8.5953 12.1376 4.5682 0.377
H 10.8615 12.1571 4.5501 0.404
H 10.4086 10.4989 4.9594 0.323
H 10.3160 9.7969 7.3253 0.376
H 11.7806 10.1524 8.2705 0.342
H 11.8918 9.2120 6.8273 0.431
H 13.1408 10.4298 5.4494 0.371
H 13.7640 11.4391 6.6384 0.458
H 13.1007 12.2045 5.2162 0.398
H 12.7144 12.7045 8.2565 0.433
C 18.9756 5.3604 2.5417 -1.485
C 18.9291 4.0858 3.3662 1.632
C 20.2828 3.3161 3.3115 -1.968
C 18.7897 4.4461 4.8041 -1.245
C 17.4413 4.9462 5.3727 -0.701
C 16.3907 3.9529 4.8518 -1.227
C 16.3828 3.5592 3.3336 1.574
C 15.5123 2.2415 3.2310 -1.713
C 15.7096 4.7818 2.6750 -1.543
N 17.7686 3.1685 2.9490 -0.019
O 17.8595 2.7700 1.5957 -0.435
H 19.9333 5.8765 2.6090 0.482
H 18.7040 5.0162 1.5437 0.235
H 18.1693 6.0482 2.7966 0.334
H 20.3986 3.0405 2.2633 0.431
H 21.1788 3.8518 3.6251 0.338
H 20.0982 2.3475 3.7761 0.479
H 19.0952 3.6336 5.4634 0.429
H 19.4295 5.3015 5.0209 0.338
H 17.5637 4.8996 6.4548 0.376
H 17.0396 5.9248 5.1096 0.366
H 15.4603 4.3974 5.2051 0.364
H 16.4419 2.9725 5.3254 0.439
H 14.4913 2.4959 3.5155 0.399
H 15.7512 1.4423 3.9327 0.372
H 15.5686 1.7909 2.2401 0.375
H 16.0321 5.7811 2.9675 0.294
H 14.6207 4.8235 2.6486 0.390
H 16.0191 4.7123 1.6322 0.338
H 17.6815 3.5933 1.1350 0.353
O 22.3076 10.3110 12.4461 -0.484
C 23.6339 9.8358 12.6693 -0.183
C 24.0028 9.0915 11.3842 -0.426
O 25.1058 8.2530 11.7037 -0.537
H 22.3314 11.1029 12.9883 0.295
H 24.3389 10.6105 12.9706 0.302
H 23.5247 9.1595 13.5171 0.199
H 24.3475 9.7485 10.5856 0.228
H 23.3400 8.3479 10.9418 0.295
H 24.7426 7.4124 11.9919 0.310
O 23.6974 3.6306 12.9195 -0.503
C 22.5056 3.2186 13.5575 -0.369
C 21.2960 4.1215 13.6626 -0.382
O 20.7572 4.4566 12.4284 -0.517
H 24.2345 2.8443 12.7974 0.316
H 22.2346 2.2617 13.1113 0.271
H 22.8529 2.9267 14.5485 0.307
H 21.5110 5.0313 14.2232 0.259
H 20.5780 3.5737 14.2728 0.304
H 19.9838 3.9146 12.2560 0.313
O 18.4850 17.1374 14.4533 -0.495
C 19.3772 16.9494 15.5032 -0.260
C 19.4032 15.5642 16.0604 -0.591
O 20.3206 14.7323 15.3868 -0.496
H 18.5814 16.3626 13.8947 0.311
H 20.4207 17.2580 15.4412 0.247
H 18.8755 17.5684 16.2470 0.275
H 18.3849 15.2036 15.9153 0.319
H 19.5222 15.5346 17.1435 0.391
H 20.7847 14.1281 15.9708 0.295
O 17.4390 8.2972 14.3196 -0.497
C 16.3530 9.1854 13.8934 -0.547
C 15.8503 8.8613 12.5213 -0.231
O 15.2906 7.5828 12.5639 -0.471
H 18.2297 8.3273 13.7760 0.285
H 15.5448 9.0179 14.6054 0.270
H 16.6397 10.2195 14.0847 0.318
H 16.6475 9.0282 11.7969 0.358
H 15.0451 9.5537 12.2753 0.216
H 15.5426 7.1922 11.7239 0.300
O 15.5109 2.6662 10.6260 -0.636
H 14.9837 2.1865 9.9871 0.315
H 15.4262 2.1611 11.4346 0.321
O 18.7293 14.2875 11.2414 -0.611
H 18.9194 13.5782 11.8554 0.307
H 18.8297 13.8897 10.3766 0.306
O 15.3674 4.5335 15.6969 -0.642
H 15.8623 5.1855 16.1931 0.318
H 15.0266 5.0139 14.9424 0.324
```

The lowest unoccupied orbital energy is -0.05 eV. The SMILES is CC1(C)CCCC(C)(C)N1O.CC1(C)CCCC(C)(C)N1O.CC1(C)CCCC(C)(C)N1O.OCCO.OCCO.OCCO.OCCO.O.O.O. For the highest occupied orbital energy, the calculation gives -0.2979 Ha. For the frontier orbital gap, the calculation gives 8.05 eV. As for the energy relative to the best compared isomer or geometry (same formula, charge and spin): 143.8 kcal/mol.

no.,maximum force (eV/A)
1,1.705
2,6.550